No. 1
The following is a quantum chemistry calculation of 9 unconnected molecules or ions with the total composition C16H50O9 at a distorted geometry, from the Open Molecules 2025 dataset.

```
75
Properties=species:S:1:pos:R:3:forces:R:3
C -2.4190 4.0364 -0.0511 -0.86 -1.17 1.85
O -2.1735 3.0304 -0.9786 0.88 -0.85 -0.50
H -2.6000 4.9805 -0.4786 0.04 1.28 -0.81
H -3.3241 3.8013 0.5668 0.50 0.07 -0.38
H -1.5823 4.0494 0.6343 0.19 0.60 0.38
H -1.3123 2.6464 -0.6934 -0.56 0.01 -0.54
C -0.1290 0.3187 -0.3336 -1.20 0.91 -0.77
O 0.2347 1.6499 -0.0932 1.25 1.27 0.49
H -1.0831 0.4533 -0.8247 -0.04 -0.68 -1.07
H 0.6149 -0.2422 -0.8646 0.15 -0.23 -0.48
H -0.4495 -0.2053 0.5173 0.26 -0.63 1.75
H 1.2010 1.8026 -0.2189 -0.48 -0.40 0.27
C 2.3299 -2.0826 3.7203 -0.15 0.15 -1.44
C 2.0485 -2.6822 2.3257 0.18 -0.33 0.13
O 1.0533 -1.9202 1.6339 -0.12 -0.08 0.17
H 1.4669 -2.1560 4.3877 0.27 -0.32 0.09
H 2.4306 -1.0102 3.4643 0.41 -0.38 0.60
H 3.2632 -2.5222 4.1094 -0.54 0.38 0.20
H 1.7756 -3.7582 2.2790 -0.02 0.49 0.49
H 2.9825 -2.6163 1.7359 -0.46 0.22 0.16
H 0.3556 -1.6151 2.2464 0.46 -0.11 -0.34
C -0.5745 2.3247 3.2358 -0.98 -0.23 -0.36
C -1.8422 1.6321 2.6987 0.99 0.92 1.68
O -1.6065 0.2635 2.8211 0.03 -1.20 0.01
H -0.4549 2.1072 4.2851 0.18 -0.16 0.36
H -0.6080 3.4044 3.1127 -0.02 0.10 -0.13
H 0.2204 1.8986 2.6534 0.73 0.03 -0.11
H -1.9648 1.9531 1.6963 -0.46 0.08 -1.18
H -2.6829 1.9550 3.3218 -0.31 -0.08 -0.22
H -2.2713 -0.2463 2.3191 0.05 0.43 -0.01
C -1.2850 -3.0814 -1.3537 2.56 -0.87 -0.34
C -2.4085 -2.4793 -2.0716 -1.25 0.28 -0.92
O -2.7340 -1.1853 -1.5421 -0.10 -0.04 -0.53
H -0.3467 -2.4933 -1.4205 -0.51 0.03 -0.36
H -1.0302 -4.0645 -1.8311 -0.35 0.67 0.58
H -1.3746 -3.1939 -0.2936 -0.70 -0.30 0.66
H -3.2918 -3.1208 -2.0549 -0.16 -0.09 0.43
H -2.1957 -2.4290 -3.1467 0.29 0.40 0.11
H -3.1955 -0.6823 -2.2258 0.11 -0.02 0.17
C -5.7530 0.1208 1.0900 -0.96 0.61 -0.60
C -4.8537 -1.0714 1.2154 1.28 -0.20 -0.47
O -3.4562 -0.6686 1.0558 -1.07 -0.73 -1.11
H -6.7096 -0.1254 1.5506 -0.24 0.11 -0.12
H -5.9464 0.4197 0.0207 0.25 -0.51 0.93
H -5.3901 1.0262 1.5664 0.31 -0.11 0.31
H -5.1447 -1.7732 0.4136 0.35 0.00 0.25
H -4.9076 -1.6467 2.1546 -0.17 0.61 -0.17
H -3.2779 -0.7331 0.0784 0.23 0.03 1.09
C 3.9877 -2.9067 -2.2406 -1.28 -0.54 -0.09
C 2.8960 -2.9832 -1.1794 0.05 1.41 1.07
O 2.6043 -1.6320 -0.7650 -0.14 0.56 -0.19
H 4.8701 -2.5029 -1.7611 0.28 -0.07 -0.08
H 3.6575 -2.2185 -3.0196 0.15 -0.06 -0.13
H 4.1582 -3.9047 -2.6815 0.16 0.49 0.20
H 3.2895 -3.4359 -0.2853 0.26 -0.86 0.24
H 1.9180 -3.4049 -1.3678 0.09 -0.77 -0.90
H 1.9741 -1.6364 -0.0132 0.33 -0.05 -0.35
C 0.3930 0.0723 -3.8057 -0.34 -0.95 -1.63
C 1.3006 1.1295 -3.2664 0.91 -1.16 1.46
O 2.6160 0.5111 -2.9648 -1.33 -0.03 0.79
H -0.5776 0.4809 -4.0880 -0.01 0.26 -0.18
H 0.1239 -0.7311 -3.1005 0.55 0.34 0.06
H 0.8443 -0.4092 -4.7206 -0.46 0.43 0.87
H 0.8224 1.5480 -2.3673 0.50 0.03 -0.14
H 1.5408 1.9397 -3.9180 -0.09 0.36 -0.74
H 2.4303 -0.2022 -2.2979 0.33 0.45 -0.63
C 3.2418 3.4538 0.9694 0.39 1.03 0.58
C 3.8834 2.8292 -0.2399 0.52 -1.26 0.16
O 3.1239 1.6455 -0.5148 0.00 0.20 0.47
H 2.3074 3.9218 0.6579 -0.09 0.09 0.18
H 3.9263 4.2569 1.3633 -0.79 -0.73 -0.15
H 2.9904 2.7262 1.7799 0.50 0.43 -0.75
H 4.9593 2.5976 -0.0465 -0.67 -0.17 0.00
H 3.8879 3.4408 -1.1339 -0.19 0.60 -0.02
H 3.2324 1.3453 -1.4264 0.13 0.00 -0.36
```
Forces are in eV/Å.

Summary:
HOMO energy: -0.34713 hartree
E: -35827.833 eV
total charge: 0
structure (SMILES): CCO.CCO.CCO.CCO.CCO.CCO.CCO.CO.CO

Mulliken atomic charge list, values in e, 4 entries: C -0.58; O -0.54; H 0.30; H 0.18

***

No. 2
The following is a quantum chemistry calculation of 10 unconnected molecules or ions with the total composition C16H51ClO13 at a distorted geometry, from the Open Molecules 2025 dataset.

```
81
Properties=species:S:1:pos:R:3:forces:R:3
O -2.0739 -3.6758 1.3573 0.14 -1.18 1.34
H -2.3490 -3.5454 0.4468 -1.17 0.03 -2.28
H -1.8367 -2.8085 1.6938 0.42 2.22 1.01
H -1.2943 -4.2350 1.3900 0.59 -0.24 0.11
Cl 0.7117 -0.2805 0.0529 -1.23 -0.06 -0.97
O 1.4824 -0.4620 1.2211 1.19 0.31 1.86
O 1.5707 0.1526 -1.0322 -0.92 -0.44 0.44
O 0.0975 -1.5924 -0.1928 -0.16 0.89 -0.73
O -0.3486 0.7310 0.3021 0.87 -1.09 -0.35
C 0.2548 2.3212 3.3999 0.23 -0.14 -1.42
C -0.9760 3.1910 3.5854 0.21 -1.54 0.14
C -2.1989 2.6691 2.7983 0.86 -0.06 -0.37
O -1.2698 3.0388 4.9574 -1.41 0.62 0.93
H 0.5610 2.3523 2.3543 0.34 0.07 -0.12
H 0.0858 1.2621 3.5945 -0.30 0.07 0.30
H 1.0792 2.6682 4.0229 -0.01 0.08 -0.01
H -0.7051 4.1915 3.2483 -0.32 0.42 0.39
H -1.9926 2.8088 1.7371 -0.03 0.18 -0.18
H -3.1628 3.1298 3.0145 0.25 0.18 0.30
H -2.2838 1.5877 2.9050 -0.03 -0.03 0.41
H -0.6503 3.4602 5.5576 0.27 0.13 -0.38
C -1.3071 -0.2552 -3.4257 0.22 0.48 -1.58
C -0.3277 0.5797 -4.3172 -2.95 0.85 -1.69
C -1.0512 1.6092 -5.2687 0.04 -1.08 0.09
O 0.4510 1.3657 -3.5415 1.55 0.67 1.31
H -2.0448 0.4052 -2.9698 0.60 0.22 0.73
H -0.6810 -0.8593 -2.7692 -0.48 0.03 0.43
H -1.9747 -0.8782 -4.0211 0.37 -0.51 -0.33
H 0.2591 -0.0216 -5.0117 0.13 -0.68 0.13
H -1.6945 1.0658 -5.9608 -0.10 -0.01 -0.13
H -0.3040 2.1380 -5.8604 0.10 -0.06 0.07
H -1.6592 2.3650 -4.7715 0.10 -0.18 0.41
H 0.8650 0.7858 -2.8982 0.40 0.29 0.60
C 3.8656 -2.0690 -2.4121 0.47 -0.14 1.36
C 4.8998 -1.1210 -1.7884 -1.07 0.30 0.29
C 5.2437 -1.3303 -0.2792 -0.15 0.51 -1.63
O 6.0758 -1.2199 -2.5250 1.89 -0.34 -0.16
H 2.9412 -2.0719 -1.8344 -0.24 0.34 -0.32
H 4.2560 -3.0817 -2.3113 0.10 -0.15 -0.47
H 3.7360 -1.7603 -3.4494 -0.30 -0.30 0.01
H 4.5187 -0.1153 -1.9654 -0.28 0.33 0.54
H 5.8221 -2.2506 -0.1981 -0.36 -0.20 0.30
H 4.3258 -1.2685 0.3054 0.09 -0.41 0.10
H 5.8956 -0.5203 0.0480 0.02 0.05 -0.06
H 5.9385 -1.0378 -3.4575 -0.26 0.04 0.05
C -3.7009 -0.0760 -0.2306 0.04 0.53 -0.08
C -3.6637 -0.4350 1.2410 -2.10 -0.52 0.14
C -4.7344 -1.4970 1.6388 -0.27 0.60 -0.30
O -2.4389 -0.9329 1.6428 1.24 -1.40 0.40
H -3.0143 0.7516 -0.4089 0.33 -0.17 -0.12
H -4.6651 0.3277 -0.5393 -0.24 -0.25 0.14
H -3.4327 -0.9166 -0.8706 0.06 -0.03 0.03
H -3.8407 0.4595 1.8382 -0.41 0.20 -0.04
H -4.7036 -2.4281 1.0729 0.65 -0.15 -0.08
H -5.7443 -1.1592 1.4062 0.01 0.48 0.06
H -4.7359 -1.7278 2.7041 0.29 0.03 -0.01
H -1.7497 -0.3031 1.4194 0.54 0.30 -0.28
C -2.3215 -3.9592 -2.0964 1.93 1.37 -1.80
O -3.0847 -3.6403 -0.9961 -1.60 -0.64 1.32
H -1.3834 -3.4637 -1.8462 0.46 -0.33 -0.61
H -2.1487 -4.9889 -2.4093 -0.37 -0.33 0.71
H -2.7302 -3.4264 -2.9550 0.16 -0.03 -0.24
H -4.0025 -3.7147 -1.2678 -0.30 0.08 0.60
C 3.6691 2.4531 0.8090 1.33 0.00 -0.17
O 4.2775 3.7068 0.4099 -1.18 0.06 0.36
H 4.1842 2.0995 1.7021 0.09 -0.29 0.05
H 2.6168 2.4979 1.0896 0.04 0.77 -0.44
H 3.7896 1.7335 -0.0008 -0.21 -0.19 0.11
H 5.1642 3.5644 0.0707 -0.12 -0.37 0.06
C 0.6173 -3.2986 3.9586 1.12 1.55 -0.67
O -0.0366 -2.3559 3.0917 -1.78 -1.20 0.07
H 1.3901 -2.6862 4.4233 0.18 -0.56 0.65
H -0.0495 -3.7257 4.7077 -0.22 0.32 -0.28
H 1.1271 -4.0865 3.4044 -0.13 -0.21 -0.10
H 0.5410 -1.8198 2.5435 0.74 0.01 0.00
C 0.4430 4.6298 -0.1575 -0.61 -0.25 0.25
O 0.2649 3.4709 -0.9410 0.31 -0.21 -0.28
H 1.4758 4.9702 -0.0826 0.13 -0.12 -0.26
H -0.1938 5.3999 -0.5926 0.14 0.34 0.22
H 0.0982 4.3896 0.8483 -0.03 0.48 0.30
H -0.0347 2.7692 -0.3585 0.11 -0.33 -0.20
```
Forces are in eV/Å.

Summary:
HOMO energy: -0.33880 hartree
E: -56547.908 eV
total charge: 0

Mulliken atomic charge list, values in e, 4 entries: O -0.29; H 0.37; H 0.48; H 0.52

***

No. 3
The following is a quantum chemistry calculation of 13 unconnected molecules or ions with the total composition C16H54BrFN25O16P at a distorted geometry, from the Open Molecules 2025 dataset.

```
114
Properties=species:S:1:pos:R:3:forces:R:3
N 1.3001 0.2807 -1.6150 0.11 0.11 0.47
C 1.4943 1.0323 -0.3543 -0.87 0.10 -2.09
C 2.8009 1.8382 -0.4031 0.39 -1.20 1.75
F 3.6312 1.5420 -1.3903 0.01 0.10 -1.21
O 3.5140 1.3705 0.7908 -0.44 0.58 0.70
C 2.8800 2.0536 1.7912 0.68 0.12 -3.71
O 2.8655 1.6374 2.8656 -0.34 -0.82 4.48
O 2.2909 3.1783 1.3228 -0.08 0.12 0.03
C 2.8275 3.2984 -0.0214 0.58 -0.56 -0.65
P 2.1520 4.6223 -1.1424 -0.90 1.62 0.55
O 3.5190 5.3295 -1.7252 -0.59 -1.52 -0.07
Br 1.3121 3.5508 -2.9419 0.47 -0.08 0.45
H 0.7991 0.8559 -2.2833 0.08 0.06 0.05
H 0.6363 -0.4413 -1.3577 0.01 -0.07 -0.07
H 1.4902 0.2768 0.4213 0.47 0.05 0.25
H 0.6462 1.6859 -0.1341 0.05 0.18 -0.08
H 3.8890 3.4820 0.1804 0.07 0.56 -0.80
H 3.9933 4.6496 -2.2381 0.55 0.45 0.08
C 1.5706 -2.9886 0.2730 0.17 -0.11 -0.07
O 0.9169 -1.9644 0.3383 -0.18 0.03 0.14
N 2.5555 -3.1616 -0.6578 0.11 0.08 -0.11
N 1.3732 -4.0434 1.1194 -0.13 -0.04 0.05
H 3.1063 -3.9957 -0.7322 -0.02 0.00 0.00
H 2.7204 -2.4003 -1.2954 -0.06 0.02 0.02
H 0.6559 -3.9445 1.8150 0.02 0.03 -0.01
H 1.9039 -4.8924 1.0771 0.01 0.02 0.00
C -2.0078 0.1249 0.3332 -0.08 -0.05 0.28
O -1.3407 0.4531 -0.6441 -0.23 -0.02 -0.03
N -2.4923 1.0403 1.2226 0.04 0.14 0.01
N -2.3127 -1.1667 0.6079 0.08 0.33 -0.18
H -3.0422 0.7965 2.0289 -0.05 0.13 0.02
H -2.2832 2.0065 1.0473 0.00 -0.02 -0.02
H -1.9698 -1.8700 -0.0188 -0.03 -0.12 0.14
H -2.8566 -1.4465 1.4013 0.00 -0.02 -0.02
C 5.9690 -0.9007 3.6021 -0.23 0.08 -0.27
O 6.9689 -1.5175 3.9422 0.19 -0.11 -0.05
N 5.3199 -1.1447 2.4271 -0.02 -0.13 -0.03
N 5.4123 0.0878 4.3552 0.00 -0.01 0.28
H 4.5008 -0.6413 2.1331 0.03 0.05 -0.03
H 5.6946 -1.8614 1.8340 -0.01 0.05 -0.02
H 5.8480 0.3138 5.2301 0.03 -0.02 -0.05
H 4.5937 0.5898 4.0651 -0.05 0.12 -0.12
C -3.0590 -4.6664 -0.9239 0.17 -0.23 -0.29
O -2.8603 -3.7016 -0.2055 -0.13 -0.19 0.05
N -4.2950 -5.2394 -1.0624 -0.22 0.19 -0.01
N -2.0730 -5.2587 -1.6523 0.03 0.06 0.12
H -4.4713 -6.0330 -1.6498 0.05 -0.04 0.05
H -5.0513 -4.8345 -0.5407 0.02 -0.03 0.01
H -1.1501 -4.8680 -1.5805 -0.01 -0.01 -0.06
H -2.2230 -6.0540 -2.2480 0.14 -0.07 0.06
C -4.4372 3.3728 3.4610 0.04 0.20 -0.14
O -4.5655 2.1620 3.5512 0.07 -0.16 0.02
N -4.5716 4.2030 4.5405 -0.06 -0.05 0.17
N -4.1480 3.9959 2.2860 0.01 -0.23 0.07
H -4.4688 5.1979 4.4864 0.01 -0.01 -0.02
H -4.7833 3.7774 5.4237 0.01 0.01 -0.02
H -4.0403 3.4230 1.4668 -0.05 0.22 -0.14
H -4.0399 4.9880 2.1974 0.03 -0.02 -0.10
C -1.7338 -8.7700 -0.6480 -0.05 -0.03 0.12
O -1.0798 -8.3942 -1.6072 -0.05 0.05 -0.11
N -2.2368 -7.9020 0.2778 -0.03 0.11 0.02
N -2.0197 -10.0865 -0.4238 0.03 -0.08 -0.10
H -2.7802 -8.1887 1.0696 0.02 -0.01 0.00
H -2.0418 -6.9258 0.1394 0.01 -0.01 0.02
H -1.6662 -10.7522 -1.0859 0.00 0.01 0.02
H -2.5556 -10.4094 0.3588 0.02 0.01 0.00
C 9.3361 -2.8006 0.4000 -0.02 0.13 0.14
O 9.9191 -2.4772 -0.6215 -0.02 -0.04 -0.10
N 8.9095 -1.8996 1.3277 -0.09 -0.03 -0.01
N 9.0567 -4.1072 0.7031 -0.04 -0.16 -0.11
H 8.4249 -2.1576 2.1716 -0.03 0.17 0.14
H 9.0942 -0.9306 1.1456 -0.01 -0.01 0.04
H 9.3540 -4.8043 0.0467 0.01 0.02 0.02
H 8.5804 -4.3884 1.5389 0.04 0.03 0.03
C 0.2462 -0.3240 5.4900 0.04 0.10 -0.11
O -0.7549 -0.8284 5.9667 -0.01 -0.07 0.04
N 1.4904 -0.8784 5.6381 0.08 -0.10 0.06
N 0.2232 0.8325 4.7674 -0.05 0.15 0.01
H 2.3233 -0.4769 5.2504 -0.02 -0.01 -0.03
H 1.5535 -1.7301 6.1630 0.00 0.02 -0.01
H -0.6681 1.2730 4.6304 0.01 -0.05 -0.01
H 1.0446 1.2522 4.3697 0.00 -0.04 -0.07
C -4.8247 4.6544 -1.1955 -0.15 0.00 -0.16
O -3.7342 4.4782 -0.6697 0.05 -0.01 0.23
N -5.3474 5.8933 -1.4116 -0.03 0.15 0.08
N -5.6105 3.6221 -1.6127 0.02 -0.17 0.08
H -6.2426 6.0471 -1.8446 -0.03 0.03 -0.14
H -4.7984 6.6804 -1.1216 0.02 -0.04 -0.03
H -5.2600 2.6916 -1.4753 0.01 0.02 -0.05
H -6.5049 3.7530 -2.0471 0.03 0.05 -0.02
C 7.0885 2.1238 -1.9147 0.06 -0.19 -0.06
O 6.6522 3.1956 -1.5196 -0.10 0.10 -0.01
N 6.3627 0.9733 -1.8518 -0.06 0.02 0.10
N 8.3382 1.9937 -2.4518 0.05 0.15 -0.02
H 6.7003 0.0861 -2.1733 0.05 0.02 0.02
H 5.4418 1.0457 -1.4559 0.16 -0.13 -0.08
H 8.9002 2.8219 -2.5132 -0.01 -0.02 0.01
H 8.7102 1.1219 -2.7778 0.00 -0.01 0.05
C -8.1145 7.8923 -3.5018 -0.02 0.18 -0.07
O -7.9527 6.7021 -3.2847 0.11 -0.13 0.18
N -9.1042 8.6182 -2.9055 -0.07 -0.06 0.09
N -7.3188 8.5941 -4.3590 0.11 -0.06 -0.04
H -9.2500 9.5951 -3.0738 0.00 -0.01 -0.01
H -9.7095 8.1335 -2.2689 0.00 0.01 -0.02
H -6.5804 8.0912 -4.8162 -0.02 0.01 0.00
H -7.4383 9.5707 -4.5487 0.00 -0.01 0.00
C -4.2313 -2.1730 -4.6797 0.05 -0.03 0.13
O -3.8982 -1.2257 -5.3643 -0.03 0.01 -0.07
N -3.7924 -2.3558 -3.3997 0.10 0.08 0.03
N -5.0829 -3.1467 -5.1370 -0.08 -0.06 -0.12
H -4.0635 -3.1355 -2.8309 -0.01 0.04 0.03
H -3.1662 -1.6657 -3.0227 -0.03 -0.02 0.04
H -5.4289 -3.0502 -6.0731 0.01 0.01 0.02
H -5.3678 -3.9330 -4.5861 0.00 0.02 0.01
```
Forces are in eV/Å.

Summary:
HOMO energy: -0.32268 hartree
E: -169543.470 eV
total charge: 0

Mulliken atomic charge list, values in e, 4 entries: N -0.56; C -0.69; C 1.11; F -0.58